Entry 1:
This record from the OMol25 dataset describes one molecule with the formula C4H12N2Si at a distorted geometry. The level of theory is ωB97M-V/def2-TZVPD.

XYZ file:
```
19
Properties=species:S:1:pos:R:3:forces:R:3
C -3.061982 -1.464317 0.020158 -0.075 0.025 0.010
C -1.771039 -1.201820 0.154368 0.569 0.460 0.324
C 2.907031 0.081747 -1.273778 -0.261 -0.182 0.134
C 1.594926 -0.356738 -0.622316 0.222 -0.159 -0.017
N -2.201084 1.677931 0.628825 0.142 -0.248 0.009
N 0.735792 0.788524 -0.421930 -3.351 -0.255 2.146
Si -1.074500 0.400428 0.836300 2.442 0.525 -2.709
H -3.424501 -2.399962 -0.378367 0.001 -0.158 -0.085
H -3.816261 -0.753933 0.310676 -0.216 0.227 0.083
H -1.052522 -1.955472 -0.143075 0.057 -0.126 -0.057
H 3.495110 -0.783555 -1.570479 0.141 -0.064 -0.036
H 2.698714 0.689643 -2.151288 -0.004 0.036 -0.082
H 3.494785 0.674797 -0.572985 0.060 0.053 0.010
H 1.067387 -1.043607 -1.290789 0.098 -0.099 0.037
H 1.832381 -0.907137 0.304497 0.005 -0.071 -0.117
H -1.938718 2.599289 0.939535 -0.032 0.075 0.145
H -2.674896 1.747720 -0.259189 0.023 -0.039 -0.071
H 1.239511 1.488155 0.115489 0.046 0.069 0.072
H -0.647442 0.389161 2.233842 0.132 -0.070 0.204
```
Forces are in eV/Å.

Computed properties:
E_HOMO: -8.2 eV
strongest force on any atom: 4.0 eV Å⁻¹
gap between HOMO and LUMO: 0.3336 Eh
LUMO: 0.032 Ha
ΔE to the lowest compared entry with this formula, charge and spin: 1.164 eV
SMILES: C=C[Si@H](N)NCC

Results of the Mulliken charge analysis, in e, for atoms 1 through 8: number 1, C, carries -0.64; number 2, C, carries -0.22; number 3, C, carries -1.24; number 4, C, carries -0.14; number 5, N, carries -0.47; number 6, N, carries -0.64; number 7, Si, carries 0.38; number 8, H, carries 0.26

Entry 2:
This record from the OMol25 dataset describes an isolated ion of composition C4H12N3 and charge +1 at a distorted geometry. The level of theory is ωB97M-V/def2-TZVPD.

XYZ file:
```
19
Properties=species:S:1:pos:R:3:forces:R:3
C -0.469084 1.731816 0.785045 0.098 -0.146 -0.195
C -0.927082 0.809997 -0.360423 0.687 0.491 0.298
C -0.291236 -0.546014 -0.298161 -0.583 0.498 -0.109
C -0.907926 -1.698789 -0.501865 0.003 -0.884 0.571
N -0.349522 -2.961830 -0.445459 0.059 0.023 -0.213
N 1.165928 -0.524440 -0.089746 0.125 -0.586 -0.168
N 0.963406 2.061550 0.598362 0.276 -0.074 0.351
H -0.515559 1.199236 1.733129 -0.315 0.060 0.122
H -1.117290 2.608993 0.824146 0.118 0.012 0.118
H -2.014297 0.766124 -0.404541 0.097 -0.256 0.008
H -0.574252 1.299441 -1.272276 -0.249 0.068 -0.251
H -1.989184 -1.712472 -0.546631 -0.019 0.191 -0.478
H -0.648586 -3.621608 -1.150105 -0.167 -0.013 0.256
H 0.619520 -3.079861 -0.203891 0.074 0.055 -0.127
H 1.667225 -0.901221 -0.895176 0.101 -0.020 -0.035
H 1.428024 -1.066211 0.732514 0.114 -0.034 0.035
H 1.127584 2.799527 -0.076904 -0.169 0.052 0.016
H 1.381178 2.356575 1.482394 -0.143 0.048 -0.351
H 1.451160 0.479184 0.089584 -0.108 0.513 0.152
```
Forces are in eV/Å.

Computed properties:
E_HOMO: -12.8 eV
strongest force on any atom: 1.1 eV Å⁻¹
gap between HOMO and LUMO: 0.3524 Eh
charge: +1
LUMO: -0.116 Ha
ΔE to the lowest compared entry with this formula, charge and spin: 1.277 eV
SMILES: N/C=C(\[NH3+])CCN

Results of the Mulliken charge analysis, in e, for atoms 1 through 8: number 1, C, carries -0.65; number 2, C, carries -0.76; number 3, C, carries 0.02; number 4, C, carries -0.13; number 5, N, carries -0.47; number 6, N, carries -0.23; number 7, N, carries -0.65; number 8, H, carries 0.38

Entry 3:
This record from the OMol25 dataset describes C4H12N3 as an isolated structure at a distorted geometry. The level of theory is ωB97M-V/def2-TZVPD.

XYZ file:
```
19
Properties=species:S:1:pos:R:3:forces:R:3
C 0.387101 -0.856176 -1.062470 0.402 2.073 -0.411
C 1.107794 0.302411 -0.510431 -0.541 -3.416 -0.176
C -1.829403 -0.019340 -0.410465 2.292 -0.619 -0.998
C 2.085186 -0.052792 0.615526 -1.045 -0.467 0.438
N -1.337641 1.281568 -0.380763 -1.449 -1.622 0.947
N -1.868010 -0.753522 0.746769 -0.700 1.194 0.848
N -0.147927 1.394967 0.333127 1.115 2.210 -4.723
H 0.380464 -0.844112 -2.187019 -0.244 -0.434 1.302
H 0.506529 -1.806423 -0.500820 -0.254 0.703 -0.671
H 1.362499 1.055032 -1.240131 0.404 0.153 -0.002
H -2.311751 -0.375423 -1.364454 0.247 0.673 1.370
H 1.638629 -0.899022 1.269578 0.908 1.296 -1.218
H 2.278699 0.791981 1.250472 0.093 0.527 0.544
H 3.069371 -0.310672 0.214839 -0.327 -0.359 -0.046
H -1.378127 1.711557 -1.294091 0.528 0.296 0.168
H -2.089604 -0.298452 1.684283 0.311 -1.140 -1.948
H -1.965026 -1.757324 0.597288 -0.258 0.589 0.604
H -0.182095 1.181128 1.247417 -0.766 -1.230 4.008
H 0.281999 2.332835 0.256408 -0.715 -0.427 -0.037
```
Forces are in eV/Å.

Computed properties:
E_HOMO: -11.9 eV
strongest force on any atom: 5.3 eV Å⁻¹
gap between HOMO and LUMO: 0.3029 Eh
charge: +1
LUMO: -0.133 Ha
ΔE to the lowest compared entry with this formula, charge and spin: 5.175 eV

Results of the Mulliken charge analysis, in e, for atoms 1 through 8: number 1, C, carries -1.03; number 2, C, carries 0.44; number 3, C, carries 0.04; number 4, C, carries -1.27; number 5, N, carries -0.31; number 6, N, carries -0.42; number 7, N, carries -0.32; number 8, H, carries 0.29

Entry 4:
This record from the OMol25 dataset describes an isolated ion of composition C4H12N3 and charge +1 at a distorted geometry. The level of theory is ωB97M-V/def2-TZVPD.

XYZ file:
```
19
Properties=species:S:1:pos:R:3:forces:R:3
C 1.185201 1.170990 0.801843 -2.210 0.301 -0.447
C -0.144486 1.470600 0.094840 -0.822 0.183 -1.103
C -0.507706 0.673345 -1.184037 0.106 -0.467 1.329
N -0.895239 -2.932614 -0.732996 0.939 -0.519 -0.364
C -0.495318 -1.785061 -1.067962 -1.435 0.074 1.192
N -1.171047 -0.588904 -0.760396 1.638 0.576 -0.957
N 1.071070 -0.140650 1.536606 0.577 0.655 0.887
H 1.215806 2.013098 1.485796 1.064 -0.378 0.477
H 2.018046 1.064757 0.117029 0.165 0.313 0.058
H -1.035230 1.347475 0.720346 0.448 -0.143 0.581
H -0.198176 2.536812 -0.119218 0.510 0.142 -0.160
H -1.141489 1.280445 -1.815443 -0.154 0.014 -0.195
H 0.412073 0.434465 -1.720307 -0.152 -0.042 -0.267
H -1.776766 -2.983984 -0.236161 -0.251 0.267 -0.113
H 0.489365 -1.638513 -1.501091 0.100 -0.109 -0.305
H -2.172648 -0.609709 -0.821761 -0.226 -0.076 0.003
H 0.435405 -0.091447 2.335438 -0.314 0.110 -0.230
H 0.732510 -0.865462 0.908631 0.055 -0.418 -0.055
H 1.978629 -0.355644 1.958845 -0.037 -0.482 -0.329
```
Forces are in eV/Å.

Computed properties:
E_HOMO: -13.0 eV
strongest force on any atom: 2.3 eV Å⁻¹
gap between HOMO and LUMO: 0.3450 Eh
charge: +1
LUMO: -0.132 Ha
ΔE to the lowest compared entry with this formula, charge and spin: 2.047 eV
SMILES: [H]/N=C\NCCC[NH3+]

Results of the Mulliken charge analysis, in e, for atoms 1 through 8: number 1, C, carries -0.51; number 2, C, carries -0.71; number 3, C, carries -0.65; number 4, N, carries -0.64; number 5, C, carries -0.09; number 6, N, carries -0.30; number 7, N, carries -0.21; number 8, H, carries 0.33

Entry 5:
This record from the OMol25 dataset describes an isolated ion of composition C4H12N3 and charge +1 at a distorted geometry. The level of theory is ωB97M-V/def2-TZVPD.

XYZ file:
```
19
Properties=species:S:1:pos:R:3:forces:R:3
C -1.095651 1.993548 0.251745 0.196 -0.693 -0.061
C 0.297602 1.532504 0.632309 0.979 0.508 0.620
C 0.537152 0.054272 0.875237 -1.086 -0.784 1.252
N 1.100398 -2.700448 0.291909 0.709 0.290 0.003
C 0.659282 -1.808110 -0.618052 -1.305 -0.838 1.110
N 0.142506 -0.672947 -0.314212 1.238 0.762 -1.339
N -1.384416 1.352584 -1.093657 -0.604 -0.170 0.587
H -1.206738 3.064737 0.199356 0.319 0.333 -0.460
H -1.843358 1.693559 0.988004 -0.028 -0.415 -0.257
H 1.056407 1.749461 -0.131969 -0.450 0.574 -0.190
H 0.598557 2.122236 1.503183 0.007 -0.158 0.036
H 1.569263 -0.072829 1.209641 0.351 -0.048 -0.579
H 0.005693 -0.317025 1.765470 -0.436 0.201 -0.079
H 1.385606 -3.632282 0.056167 0.185 0.020 -0.242
H 1.282418 -2.400636 1.233959 -0.073 -0.091 0.088
H 0.560433 -2.207410 -1.623416 -0.116 0.069 -0.029
H -1.608031 0.368678 -0.925920 0.034 -0.211 0.074
H -0.494625 1.238830 -1.580227 -0.079 0.336 -0.410
H -2.132295 1.769777 -1.641436 0.159 0.315 -0.123
```
Forces are in eV/Å.

Computed properties:
E_HOMO: -12.7 eV
strongest force on any atom: 2.0 eV Å⁻¹
gap between HOMO and LUMO: 0.3612 Eh
charge: +1
LUMO: -0.107 Ha
ΔE to the lowest compared entry with this formula, charge and spin: 1.275 eV
SMILES: N/C=N\CCC[NH3+]

Results of the Mulliken charge analysis, in e, for atoms 1 through 8: number 1, C, carries -0.62; number 2, C, carries -0.84; number 3, C, carries -0.63; number 4, N, carries -0.33; number 5, C, carries -0.12; number 6, N, carries -0.34; number 7, N, carries -0.27; number 8, H, carries 0.39